[1]
ORCA calculation (ωB97M-V/def2-TZVPD) on an isolated ion of composition C3H5BrN2P and charge +1 at a distorted geometry.

For the orbital gap (alpha / beta), the calculation gives 0.260 / 0.248 Eh. Its LUMO energy (alpha / beta) is -0.21334 / -0.22844 Ha. As for the structure (SMILES): [H]/N=C/C(Br)=[NH+]\C#[PH2]. The HOMO energy (alpha / beta) comes out at -0.47307 / -0.47639 Ha.

```
! RIJCOSX wB97M-V def2-TZVPD def2/J DEFGRID3
* xyz 1 1
C -1.47 -0.33 -0.12
C 0.68 0.28 -0.76
C -1.09 -0.17 1.23
N 0.09 0.20 1.54
Br -2.98 -1.18 -0.81
H -0.80 -0.14 -2.04
H -1.98 -0.29 1.89
H 0.09 0.86 2.28
N -0.53 -0.01 -1.09
P 2.32 0.62 -1.05
H 3.04 0.86 0.21
H 2.63 -0.71 -1.28
*
```



[2]
ORCA calculation (ωB97M-V/def2-TZVPD) on the molecule C4H10ClN at a distorted geometry.

For the orbital gap, the calculation gives 0.374 Eh. Its LUMO energy is 0.03343 Ha. As for the structure (SMILES): CC[C@@H](Cl)CN. The HOMO energy comes out at -0.34034 Ha.

```
! RIJCOSX wB97M-V def2-TZVPD def2/J DEFGRID3
* xyz 0 1
H -1.23 0.65 -0.98
H 0.28 0.72 -1.49
H 0.95 -1.18 -1.08
C 0.23 0.00 0.58
Cl -0.65 0.15 1.95
H -0.78 2.90 0.83
C -0.20 1.04 -0.64
H 0.17 3.13 -1.01
H -0.95 -3.17 0.34
H 0.83 1.98 0.61
H 0.85 -3.33 0.65
N -0.05 -2.64 0.61
C 0.13 -1.36 -0.28
H -0.83 -1.42 -0.87
H 1.34 0.08 0.78
C -0.07 2.46 0.00
*
```



[3]
ORCA calculation (ωB97M-V/def2-TZVPD) on a 2-piece molecular cluster, C2H2FN4 overall at a distorted geometry.

For the orbital gap (alpha / beta), the calculation gives 0.330 / 0.330 Eh. Its LUMO energy (alpha / beta) is 0.15355 / 0.15357 Ha. The HOMO energy (alpha / beta) comes out at -0.17597 / -0.17599 Ha.

```
! RIJCOSX wB97M-V def2-TZVPD def2/J DEFGRID3
* xyz -1 1
N -2.17 0.45 -0.58
N -0.02 0.27 -0.09
C -1.11 1.04 -0.08
F 3.13 -1.03 0.36
N -1.66 -0.71 -1.14
N -0.44 -0.78 -0.77
H 1.38 -1.08 1.20
H -1.14 2.12 0.27
C 2.03 -0.27 0.84
*
```



[4]
ORCA calculation (ωB97M-V/def2-TZVPD) on a 6-piece molecular cluster, C12H35IN13O5 overall.

For the orbital gap, the calculation gives 0.252 Eh. Its LUMO energy is -0.15599 Ha. The HOMO energy comes out at -0.40765 Ha.

```
! RIJCOSX wB97M-V def2-TZVPD def2/J DEFGRID3
* xyz 1 1
N 1.37 3.15 -2.11
H 2.26 1.55 3.04
N -0.12 0.67 5.26
I -0.76 -3.53 5.63
C 2.15 2.93 4.72
H 0.06 -1.88 3.38
N -2.49 -4.21 -1.83
O 0.63 4.33 -3.90
H -1.64 0.16 -7.54
C 1.85 1.59 4.05
H -0.32 0.23 -0.49
H -0.95 -1.15 6.78
H 6.81 0.23 1.07
N -0.58 2.55 -3.19
C -0.90 1.95 -6.93
C 4.87 0.12 1.82
H -1.19 0.30 2.95
O 3.68 0.27 1.58
H -1.52 -0.20 0.69
H 0.95 -0.67 1.35
O -1.91 2.32 -6.35
O -3.51 -5.47 -3.41
H 2.32 0.77 4.60
H -0.01 0.42 -8.04
H 1.62 3.03 5.67
C -2.55 -5.28 -2.69
H 3.22 3.05 4.90
H 6.29 -0.43 3.26
N -0.82 0.74 -7.56
H -5.61 -2.66 -0.35
C 0.44 0.28 1.54
H -4.47 -0.20 -2.62
H -5.83 -1.17 -2.16
N -0.66 -1.52 5.88
C -0.68 0.47 0.51
H -1.49 -6.90 -3.29
H 1.06 2.42 -7.45
H 2.16 3.76 -2.02
H -4.10 -2.77 0.47
H -1.06 1.49 0.52
C 0.48 3.40 -3.12
H -0.66 -5.97 -2.09
H 5.53 0.65 -0.02
N 0.23 2.72 -6.99
C 0.35 1.32 3.98
H -0.21 2.25 3.88
H 1.81 3.75 4.08
H 0.47 0.89 6.05
N 5.32 -0.30 3.05
H 0.21 3.61 -6.52
H 1.25 2.39 -1.47
H -1.26 2.69 -3.93
N -4.87 -0.89 -2.01
H 1.19 1.07 1.45
N 5.83 0.35 0.89
C -0.17 -0.68 5.00
N 0.24 -0.96 3.77
C -0.10 0.26 2.97
C -4.08 -1.41 -1.04
N -1.47 -6.12 -2.67
H -3.27 -3.59 -1.83
H -0.71 1.78 -2.56
H 4.63 -0.49 3.75
H -1.72 -4.03 -1.22
N -4.66 -2.36 -0.25
O -2.91 -1.07 -0.89
*
```



Calculated total energy per entry: -85491.4205, -18319.1966, -10780.5170, -50720.5967 eV